# C15H21N3O2S

One molecule with the formula C15H21N3O2S (wB97M-V/def2-TZVPD, the OMol25 dataset).

ΔE to the lowest compared entry with this formula, charge and spin   197.83 kJ/mol
E_tot   -35296.2567 eV
HOMO   -8.180 eV
E_LUMO   0.24 eV
2S+1   1
Structure (SMILES)   CC(=O)c1ccc(NC(=S)N2CCN(CCO)CC2)cc1
Orbital gap   8.4 eV

Structure (XYZ):
```
42
Properties=species:S:1:pos:R:3:lowdin_charge:R:1
C -7.171 -1.180 0.599 -0.020
C -6.500 0.087 0.121 -0.411
O -7.144 1.074 -0.161 0.080
C -5.023 0.070 0.016 -0.165
C -4.248 -1.070 0.231 -0.030
C -2.877 -1.012 0.114 -0.018
C -2.233 0.186 -0.208 -0.250
N -0.851 0.159 -0.343 0.058
C 0.050 1.186 -0.202 -0.771
S -0.330 2.591 0.583 0.709
N 1.279 0.980 -0.730 -0.124
C 2.419 1.772 -0.327 -0.165
C 3.334 0.937 0.569 -0.150
N 3.751 -0.271 -0.127 -0.180
C 4.707 -1.067 0.622 -0.190
C 6.017 -0.314 0.887 -0.266
O 6.448 0.445 -0.211 -0.059
C 2.594 -1.055 -0.517 -0.176
C 1.711 -0.205 -1.434 -0.130
C -3.003 1.324 -0.444 -0.044
C -4.373 1.257 -0.330 0.003
H -6.778 -1.473 1.569 0.086
H -8.241 -1.006 0.680 0.083
H -6.995 -1.985 -0.111 0.085
H -4.708 -2.012 0.487 0.106
H -2.286 -1.904 0.279 0.110
H -0.465 -0.776 -0.360 0.126
H 2.067 2.654 0.209 0.056
H 2.965 2.083 -1.221 0.135
H 4.220 1.527 0.801 0.119
H 2.805 0.698 1.508 0.137
H 4.299 -1.414 1.588 0.128
H 4.926 -1.951 0.013 0.120
H 5.906 0.391 1.714 0.113
H 6.782 -1.053 1.175 0.117
H 6.320 -0.074 -1.013 0.090
H 2.934 -1.944 -1.055 0.124
H 2.009 -1.386 0.364 0.129
H 0.869 -0.776 -1.824 0.120
H 2.318 0.125 -2.284 0.133
H -2.527 2.251 -0.715 0.063
H -4.977 2.133 -0.511 0.121
```



# C15H21N3O3

One molecule with the formula C15H21N3O3 in a non-equilibrium geometry (wB97M-V/def2-TZVPD, the OMol25 dataset).

ΔE to the lowest compared entry with this formula, charge and spin   39.90 kJ/mol
E_tot   -26510.0016 eV
HOMO   -9.316 eV
E_LUMO   0.65 eV
2S+1   1
Structure (SMILES)   CNC(=O)[C@@H](Cc1ccccc1)NC(=O)[C@@H](C)NC(C)=O
Orbital gap   10.0 eV

Structure (XYZ):
```
42
Properties=species:S:1:pos:R:3:lowdin_charge:R:1
C -4.063 -0.121 0.064 -0.036
N -2.716 0.052 0.620 0.028
C -1.662 0.303 -0.139 -0.477
O -1.734 0.384 -1.348 0.064
C -0.274 0.369 0.556 -0.220
C 0.383 -0.979 0.867 -0.093
C -0.470 -1.940 1.664 -0.241
C -0.339 -1.938 3.089 -0.022
C -1.149 -2.814 3.830 -0.080
C -1.965 -3.739 3.145 -0.085
C -2.056 -3.751 1.721 -0.060
C -1.300 -2.814 0.969 -0.050
N 0.635 1.155 -0.209 0.109
C 1.575 1.983 0.245 -0.435
O 1.909 2.045 1.440 0.043
C 2.293 2.862 -0.769 -0.243
C 1.444 4.116 -1.081 -0.026
N 3.616 3.301 -0.280 0.098
C 4.710 3.389 -1.026 -0.571
C 5.944 3.816 -0.257 0.004
O 4.713 3.209 -2.222 0.051
H -4.802 -0.121 0.852 0.081
H -4.294 0.590 -0.721 0.088
H -4.017 -1.151 -0.308 0.088
H -2.622 -0.105 1.607 0.137
H -0.510 0.928 1.490 0.165
H 0.599 -1.464 -0.100 0.133
H 1.326 -0.787 1.406 0.129
H 0.383 -1.294 3.587 0.114
H -1.122 -2.814 4.894 0.089
H -2.575 -4.445 3.679 0.088
H -2.734 -4.471 1.249 0.101
H -1.417 -2.706 -0.092 0.110
H 0.508 1.130 -1.215 0.152
H 2.480 2.274 -1.701 0.158
H 1.881 4.724 -1.873 0.081
H 0.400 3.820 -1.352 0.091
H 1.392 4.748 -0.202 0.079
H 3.650 3.466 0.675 0.108
H 5.911 3.355 0.727 0.078
H 6.874 3.721 -0.824 0.087
H 5.829 4.898 -0.121 0.086
```



# C15H21N3O3S

One molecule with the formula C15H21N3O3S in a non-equilibrium geometry (wB97M-V/def2-TZVPD, the OMol25 dataset).

ΔE to the lowest compared entry with this formula, charge and spin   181.15 kJ/mol
E_tot   -37343.5188 eV
HOMO   -7.424 eV
E_LUMO   0.24 eV
2S+1   1
Structure (SMILES)   CCOCCCNc1nc(=S)[nH]c2cc(OC)c(OC)cc12
Orbital gap   7.7 eV

Structure (XYZ):
```
43
Properties=species:S:1:pos:R:3:lowdin_charge:R:1
C -4.913 -2.851 -0.121 -0.071
C -4.301 -1.855 0.851 -0.291
O -4.076 -0.642 0.172 -0.166
C -3.513 0.362 0.985 -0.238
C -3.409 1.659 0.187 -0.142
C -2.704 1.451 -1.158 -0.178
N -1.407 0.836 -1.015 0.074
C -0.330 1.528 -0.619 -0.258
N -0.462 2.825 -0.474 0.105
C 0.570 3.596 -0.125 -0.917
S 0.433 5.226 0.075 0.566
N 1.805 3.014 0.093 0.073
C 2.018 1.673 -0.029 -0.179
C 3.272 1.111 0.210 0.058
C 3.487 -0.252 0.092 -0.182
O 4.692 -0.837 0.344 -0.100
C 5.782 -0.027 0.714 -0.069
C 2.410 -1.086 -0.299 -0.191
O 2.439 -2.441 -0.454 -0.071
C 3.658 -3.141 -0.574 -0.074
C 1.169 -0.516 -0.530 0.067
C 0.939 0.851 -0.398 -0.068
H -5.844 -2.454 -0.516 0.076
H -5.110 -3.791 0.385 0.074
H -4.234 -3.027 -0.951 0.073
H -3.350 -2.243 1.253 0.121
H -4.979 -1.687 1.703 0.121
H -2.516 0.044 1.335 0.122
H -4.139 0.522 1.877 0.125
H -4.408 2.045 -0.009 0.117
H -2.856 2.392 0.773 0.112
H -2.560 2.423 -1.633 0.120
H -3.313 0.806 -1.792 0.121
H -1.377 -0.169 -0.987 0.129
H 2.559 3.634 0.360 0.127
H 4.074 1.770 0.500 0.112
H 6.029 0.697 -0.067 0.100
H 6.618 -0.712 0.847 0.098
H 5.592 0.497 1.656 0.100
H 4.296 -2.709 -1.347 0.098
H 3.373 -4.153 -0.863 0.094
H 4.203 -3.174 0.371 0.091
H 0.382 -1.194 -0.822 0.124
```



- E_tot of number 3 (C15H21N3O3S)?
  -37343.5188 eV



- Number 3 is which compound?
  C15H21N3O3S